# 1
The following is a DFT calculation (wB97M-V/def2-TZVPD) of 2 unconnected molecules or ions with the total composition C12H17NS.

Gap between HOMO and LUMO in eV: 8.7
ΔE to the lowest compared entry with this formula, charge and spin in kJ/mol: 69.05
E_HOMO in eV: -7.89
SMILES: Cc1c[nH]c2ccccc12.CCSC
Total energy in Ha: -920.39117
E_LUMO in eV: 0.77

Geometry as ORCA input:
```
! RIJCOSX wB97M-V def2-TZVPD def2/J DEFGRID3
* xyz 0 1
H -3.21 -3.47 -1.74
C -2.65 -1.30 -0.26
C -3.00 -2.63 -2.40
C -0.81 -0.21 -3.17
H 3.01 2.38 3.44
H -1.02 -0.77 -4.06
H -0.07 -0.27 3.05
H -0.14 2.02 -0.02
H 0.73 -0.55 4.59
H 3.37 3.03 1.80
H -2.12 0.31 1.01
C -1.11 0.22 -0.80
H 0.79 1.03 3.86
H -3.42 -1.79 0.30
C 3.32 2.14 2.43
H 0.50 1.21 -4.14
H 2.79 0.84 0.75
H -3.94 -2.29 -2.81
H 4.38 1.84 2.49
N -1.87 -0.27 0.23
C 0.03 0.90 -3.22
C 0.28 1.66 -2.07
C -0.31 1.37 -0.86
C -2.38 -1.53 -1.57
C 0.82 -0.04 3.64
H -2.34 -3.04 -3.16
H 1.45 1.44 1.58
H 0.92 2.53 -2.16
S 2.31 -0.45 2.72
C 2.46 1.09 1.77
C -1.38 -0.55 -1.94
*
```

# 2
The following is a DFT calculation (wB97M-V/def2-TZVPD) of C3H6N2OS2 in the gas phase.

Gap between HOMO and LUMO in eV: 8.0
ΔE to the lowest compared entry with this formula, charge and spin in kJ/mol: 232.07
E_HOMO in eV: -9.05
SMILES: CN(N)C(=O)C(=S)S
Total energy in Ha: -1098.98552
E_LUMO in eV: -1.04

Geometry as ORCA input:
```
! RIJCOSX wB97M-V def2-TZVPD def2/J DEFGRID3
* xyz 0 1
S -1.83 1.72 -0.70
H -2.60 -2.01 -0.10
S -3.06 -0.82 0.32
C 0.88 1.27 0.74
H 0.48 2.03 0.05
H 1.89 -1.58 -0.07
H 0.37 1.41 1.70
H 1.93 1.51 0.85
H 1.80 -0.66 -1.37
N 0.75 -0.04 0.15
N 1.90 -0.62 -0.39
O -0.40 -1.77 -0.71
C -0.40 -0.62 -0.27
C -1.72 0.18 -0.21
*
```

# 3
The following is a DFT calculation (wB97M-V/def2-TZVPD) of a molecular structure, C19H19HfIN2O3.

Gap between HOMO and LUMO in eV: 4.5
ΔE to the lowest compared entry with this formula, charge and spin in kJ/mol: 101.24
E_HOMO in eV: -13.26
Total energy in Ha: -1415.82978
E_LUMO in eV: -8.74

Geometry as ORCA input:
```
! RIJCOSX wB97M-V def2-TZVPD def2/J DEFGRID3
* xyz 2 1
C 0.78 -3.36 3.53
H 4.53 0.67 -3.85
C 3.87 0.54 -3.03
C 1.79 2.72 -0.85
C 0.51 -1.98 3.32
C 3.43 1.70 -2.41
H 1.45 5.99 -1.09
C 2.48 1.54 -1.42
H -2.53 -1.28 1.92
H -0.38 5.53 0.61
C -0.10 3.46 0.56
O 1.84 -3.93 2.96
H 2.01 -1.77 -1.30
C 3.39 -0.72 -2.66
H -0.02 -5.32 4.09
C -1.55 -2.23 0.35
H -2.33 -2.55 -0.36
H -0.55 -2.14 -0.34
C -0.70 -1.50 3.79
I -1.04 0.53 -2.50
C 2.44 -0.85 -1.68
C -2.24 -1.09 0.84
N 2.00 0.27 -1.08
H 2.84 4.11 -2.04
H -0.83 3.13 1.30
C -1.70 -2.34 4.22
C 1.42 -1.16 2.46
H -0.89 -0.42 3.69
C 1.27 5.01 -0.71
H -2.69 -1.92 4.44
C 2.08 4.02 -1.23
H -1.27 -2.93 1.21
H -3.14 -1.06 0.17
C -0.22 -4.26 4.01
H 2.53 -3.24 2.82
Hf 0.28 0.58 -0.10
N 0.68 2.52 -0.03
H 3.64 2.74 -2.74
O 0.76 -0.32 1.65
H 3.74 -1.62 -3.13
O 2.62 -1.38 2.38
H -2.02 0.08 0.73
C -1.44 -3.72 4.37
C 0.22 4.76 0.19
H -2.24 -4.40 4.71
*
```

# 4
The following is a DFT calculation (wB97M-V/def2-TZVPD) of a molecular structure, C23H26ClNO2PSm.

Gap between HOMO and LUMO (spin up / spin down) in eV: 6.2 / 6.4
E_HOMO (spin up / spin down) in eV: -14.22 / -14.21
Total energy in Ha: -2556.27429
<S²>: 8.76
E_LUMO (spin up / spin down) in eV: -7.98 / -7.78

Geometry as ORCA input:
```
! RIJCOSX wB97M-V def2-TZVPD def2/J DEFGRID3
* xyz 2 6
H 3.74 1.86 3.09
H -0.82 -4.87 -0.30
H 1.69 0.98 2.03
C 3.98 0.07 -0.36
N -4.76 1.91 2.52
C -3.84 1.12 2.04
H -0.88 -2.39 -0.36
C 1.67 0.95 -4.95
C 2.25 1.72 -3.93
H -5.47 3.83 2.84
H -3.69 3.70 2.92
H -1.01 -0.98 1.70
C -3.94 -0.36 2.10
H 3.43 -2.29 -0.65
C 0.76 -0.57 -3.29
C -5.98 1.40 3.17
H 5.97 1.51 2.03
H 2.51 1.96 -1.80
O -2.48 0.41 -2.67
P 1.17 -0.33 -0.53
H -6.58 2.26 3.48
C -1.96 0.69 -1.68
C 1.33 -4.98 -0.50
H -3.06 -0.76 2.63
C 5.06 1.15 1.53
H -5.74 0.81 4.07
C 3.81 1.34 2.13
H 1.35 -6.07 -0.49
H 2.83 2.61 -4.18
H -3.94 -0.78 1.08
C 2.09 1.34 -2.60
C 5.14 0.51 0.29
H 1.79 1.24 -5.99
C 0.91 -0.18 -4.63
C 2.52 -4.25 -0.61
C 1.27 -2.16 -0.53
C 2.72 0.22 0.27
O -2.80 1.67 1.49
H -6.58 0.78 2.49
Cl 0.14 3.74 0.12
H 0.44 -0.77 -5.42
C -4.59 3.36 2.39
H 6.11 0.35 -0.19
H 4.05 -0.39 -1.35
C 0.11 -4.31 -0.40
C 1.42 0.15 -2.28
H -4.54 3.65 1.33
C 2.49 -2.85 -0.60
H 0.15 -1.43 -3.03
H -4.85 -0.69 2.62
C 2.65 0.86 1.52
C 0.07 -2.91 -0.43
H 3.47 -4.77 -0.69
Sm -0.97 1.54 0.34
H -0.63 -0.59 2.22
*
```

# 5
The following is a DFT calculation (wB97M-V/def2-TZVPD) of a molecular structure, C27H30O2PRhS4.

Gap between HOMO and LUMO in eV: 7.2
E_HOMO in eV: -12.91
Total energy in Ha: -3241.57250
E_LUMO in eV: -5.69

Geometry as ORCA input:
```
! RIJCOSX wB97M-V def2-TZVPD def2/J DEFGRID3
* xyz 2 1
P -1.67 1.51 1.02
C -0.48 -3.63 -1.43
C 2.22 -1.61 -2.75
H -1.03 -3.97 -0.55
C -4.36 0.67 -2.50
C -1.39 3.23 1.30
C -2.76 1.21 -0.32
H -0.12 -1.93 3.82
H 3.65 -4.92 -1.01
Rh 1.83 -1.41 -0.76
H -3.55 2.47 -3.37
O -0.21 0.83 0.75
C 4.18 0.55 -1.80
C -3.55 1.80 -2.51
C 4.53 -2.95 -0.74
C -0.95 -1.25 3.69
H -3.91 -0.36 5.10
C 1.92 -0.20 -3.19
H 0.71 3.02 1.73
C -0.13 3.70 1.67
H 1.56 -2.32 -3.22
H -5.01 -1.06 -1.42
C -2.31 5.43 1.52
H -3.15 6.11 1.46
C -2.75 2.08 -1.42
C -3.10 0.55 3.33
C -4.37 -0.19 -1.41
H 5.55 -3.20 -0.45
C -1.06 5.90 1.89
C 0.87 -4.33 -1.48
C -3.08 -0.35 4.40
H 0.77 -5.40 -1.29
H 3.25 -1.89 -2.95
H -2.12 2.97 -1.42
C 3.58 -4.08 -0.32
H 4.81 0.71 0.27
C 0.07 -0.22 1.60
H -3.46 3.73 0.91
O 1.05 -0.90 1.44
H -1.06 -3.91 -2.31
C -2.49 4.10 1.22
H -2.04 -1.92 5.41
H 3.86 -4.45 0.67
H 5.88 -0.25 -0.73
H 1.00 5.42 2.25
C -0.97 -0.35 2.64
C -2.03 0.54 2.46
S 1.82 -3.57 -0.14
H 4.50 -2.77 -1.81
H 2.44 0.16 -4.08
C -2.02 -1.23 4.57
C 0.03 5.04 1.96
H 4.38 -0.08 -2.66
H -4.99 0.46 -3.36
S 2.36 0.75 -1.69
H -3.93 1.23 3.20
H -3.57 -0.60 0.53
H 1.38 -4.18 -2.43
C -3.57 0.07 -0.32
S -0.39 -1.78 -1.37
C 4.84 -0.01 -0.55
H 0.85 -0.05 -3.31
H 4.60 1.54 -2.02
H -0.92 6.95 2.12
S 3.99 -1.45 0.15
*
```

# 6
The following is a DFT calculation (wB97M-V/def2-TZVPD) of C6H9NS in the gas phase.

Gap between HOMO and LUMO in eV: 9.4
ΔE to the lowest compared entry with this formula, charge and spin in kJ/mol: 242.51
E_HOMO in eV: -8.44
SMILES: C[C@@H]1SN=C[C@H]2C[C@H]12
Total energy in Ha: -686.87045
E_LUMO in eV: 0.92

Geometry as ORCA input:
```
! RIJCOSX wB97M-V def2-TZVPD def2/J DEFGRID3
* xyz 0 1
H -0.08 -1.62 -1.38
H 2.34 -0.14 -0.33
C -0.56 2.09 -0.37
C 1.71 0.55 0.22
H 0.55 -2.62 -0.06
H -1.15 -2.68 -0.47
C 0.46 1.02 -0.51
H -0.98 -1.37 1.52
H -0.36 3.18 -0.53
N -1.79 1.75 -0.17
H 0.19 0.35 -1.37
H 2.20 1.33 0.79
C -0.28 -1.98 -0.37
C -0.62 -0.90 0.60
H 0.12 0.82 1.65
C 0.38 0.20 0.80
S -2.16 0.03 -0.03
*
```